The following is a quantum chemistry calculation of a molecular structure, C26H22AsN2PtS3, from the OMol25 dataset.

```
55
Properties=species:S:1:pos:R:3:nbo_charge:R:1
Pt -0.08627 -1.54876 -0.58102 0.605
S 2.08427 -1.76931 -0.39586 0.597
C 2.88771 -0.35979 -0.12861 -0.186
C 4.33036 -0.39496 -0.09685 -0.078
C 5.00758 0.78895 -0.11199 -0.220
C 4.28524 1.99724 -0.13639 0.075
C 2.87234 2.04914 -0.10945 -0.229
C 2.16974 0.88308 -0.05798 -0.251
As 0.24706 0.70869 0.22289 1.159
C -0.44483 2.19502 -0.74586 -0.327
C -0.27047 2.19877 -2.13050 -0.233
C -0.74363 3.27254 -2.86753 -0.185
C -1.38283 4.32607 -2.22343 -0.143
C -1.55578 4.31290 -0.84432 -0.169
C -1.09043 3.24285 -0.09404 -0.249
C 0.09725 0.89768 2.11578 -0.316
C -0.38758 -0.17233 2.86532 -0.233
C -0.47926 -0.04766 4.24355 -0.186
C -0.08422 1.13268 4.85996 -0.139
C 0.40654 2.19429 4.10799 -0.166
C 0.50391 2.08247 2.73041 -0.247
H 4.84436 -1.34868 -0.10668 0.268
H 6.08904 0.80885 -0.11622 0.285
H 4.83718 2.93099 -0.15342 0.270
H 2.37252 3.01011 -0.10722 0.270
H 0.22497 1.37618 -2.63638 0.219
H -0.61737 3.28878 -3.94152 0.252
H -1.75121 5.16285 -2.80174 0.256
H -2.05542 5.13642 -0.35228 0.253
H -1.24013 3.22957 0.97859 0.237
H -0.69552 -1.09437 2.38450 0.216
H -0.85647 -0.86984 4.83631 0.250
H -0.15692 1.22673 5.93519 0.256
H 0.71268 3.10947 4.59635 0.253
H 0.88596 2.91533 2.15153 0.225
C -3.08385 0.46233 0.32012 -0.685
C -3.14494 -0.98685 0.00620 0.093
N -2.14359 -1.75857 -0.41232 -0.557
C -2.57745 -3.06544 -0.64820 0.169
C -3.88504 -3.27045 -0.38642 -0.413
S -4.60893 -1.81838 0.13297 0.664
C -1.60408 -3.98213 -1.21213 0.074
C -1.76943 -5.24185 -1.67328 -0.388
S -0.33404 -5.77985 -2.41622 0.659
C 0.44214 -4.31192 -2.08159 0.083
N -0.33567 -3.46476 -1.42122 -0.543
C 1.83935 -4.06939 -2.54261 -0.679
H -2.76068 1.02579 -0.55461 0.260
H -2.41245 0.65438 1.15911 0.244
H -4.06898 0.82719 0.60608 0.278
H -4.45386 -4.18012 -0.49338 0.289
H -2.65444 -5.85717 -1.64628 0.289
H 2.08638 -4.74367 -3.36108 0.284
H 2.55964 -4.25972 -1.74540 0.256
H 1.94958 -3.05138 -2.91879 0.237
```

Results
HOMO-LUMO gap   4.119 eV
Net charge   +3
E_tot   -4662.1752 Ha